Here is the ion C7H15N with charge -1 at a distorted geometry from the OMol25 dataset. Energies are from the ωB97M-V functional and the def2-TZVPD basis.

Each line ends with the Mulliken spin population.
Geometry (Å):
C (-1.782, -1.159, 1.581)  1.543
C (-0.298, -1.354, 1.231)  0.577
N (0.230, -0.692, 0.048)  -0.550
C (-0.630, -0.589, -1.130)  0.793
C (-0.371, 0.785, -1.732)  0.429
C (-0.071, 1.611, -0.491)  1.025
C (0.789, 0.661, 0.310)  0.566
C (2.253, 0.677, -0.104)  0.509
H (-2.418, -1.701, 0.871)  0.003
H (-2.058, -0.107, 1.402)  0.121
H (-2.010, -1.530, 2.578)  -1.161
H (0.287, -1.007, 2.084)  0.137
H (-0.086, -2.424, 1.190)  -0.449
H (-1.676, -0.748, -0.886)  -0.308
H (-0.413, -1.380, -1.854)  -0.077
H (0.515, 0.784, -2.359)  0.160
H (-1.161, 1.158, -2.395)  -0.700
H (0.409, 2.573, -0.685)  -0.229
H (-0.997, 1.894, 0.012)  -0.520
H (0.751, 0.935, 1.370)  -0.598
H (2.688, 1.671, 0.011)  -0.314
H (2.363, 0.416, -1.162)  0.013
H (2.856, -0.064, 0.422)  0.030

Highest occupied orbital energy (alpha / beta), eV: 1.467 / -4.733
Total charge: -1
Relative energy (zero: lowest compared OMol25 entry of this formula, charge and spin), kcal/mol: 0.0
2S+1: 2
Frontier orbital gap (alpha / beta), Ha: 0.092 / 0.315


Here is a structure of composition C5H7NO at a distorted geometry from the OMol25 dataset. Energies are from the ωB97M-V functional and the def2-TZVPD basis.

Each line ends with the natural charge from an NBO analysis.
Geometry (Å):
O (1.381, -0.290, -1.948)  -0.659
C (0.318, -0.892, -1.932)  0.487
N (-0.243, -1.151, -0.761)  -0.702
C (1.019, -0.300, 0.349)  -0.082
C (0.391, 1.045, 0.629)  -0.542
C (-0.938, 0.904, 1.215)  0.017
C (-2.016, 0.771, 1.728)  -0.261
H (-0.165, -1.208, -2.871)  0.135
H (-1.201, -1.588, -0.769)  0.410
H (2.097, -0.143, 0.075)  0.250
H (0.939, -1.055, 1.097)  0.198
H (1.038, 1.620, 1.317)  0.249
H (0.357, 1.629, -0.304)  0.261
H (-2.977, 0.657, 2.176)  0.239

Highest occupied orbital energy, eV: -9.578
Relative energy (zero: lowest compared OMol25 entry of this formula, charge and spin), kcal/mol: 96.7
Frontier orbital gap, Ha: 0.383


Here is a cluster of 2 separate species, CH4N4 in total at a distorted geometry from the OMol25 dataset. Energies are from the ωB97M-V functional and the def2-TZVPD basis.

Each line ends with the natural charge from an NBO analysis.
Geometry (Å):
C (-1.080, 0.028, 0.056)  0.796
N (2.243, -0.623, 0.219)  0.452
N (2.356, 0.342, -0.245)  -0.036
N (-1.592, -1.137, 0.036)  -0.698
N (-0.353, 0.931, 0.274)  -0.543
H (-2.052, -1.343, -0.843)  0.491
H (-1.773, -1.446, 0.900)  0.465
H (-0.373, 1.930, 0.265)  0.490
H (2.624, 1.318, -0.663)  0.583

Highest occupied orbital energy, eV: -21.991
Total charge: +2
Relative energy (zero: lowest compared OMol25 entry of this formula, charge and spin), kcal/mol: 8.3
Frontier orbital gap, Ha: 0.420


Here is a structure of composition C34H24Cl2IrN2O6S5 at a distorted geometry from the OMol25 dataset. Energies are from the ωB97M-V functional and the def2-TZVPD basis.

Each line ends with the Mulliken spin population.
Geometry (Å):
Ir (-0.366, 0.220, 0.522)  0.036
C (3.301, -0.040, -1.534)  -0.001
C (2.202, 0.678, -0.797)  -0.008
O (1.079, 0.125, -0.893)  0.002
C (2.474, 1.888, -0.078)  0.015
C (3.727, 2.528, -0.276)  0.008
C (4.019, 3.739, 0.275)  0.000
C (3.043, 4.375, 1.071)  0.001
C (1.836, 3.786, 1.304)  0.003
C (1.510, 2.513, 0.761)  -0.028
O (0.349, 2.040, 1.057)  -0.013
H (2.922, -1.004, -1.861)  0.000
H (4.159, -0.181, -0.878)  0.000
H (3.632, 0.527, -2.405)  0.000
H (4.467, 2.046, -0.900)  0.000
H (4.977, 4.209, 0.102)  0.000
H (3.254, 5.346, 1.501)  0.000
H (1.083, 4.261, 1.920)  -0.003
Cl (-1.822, -7.025, 0.795)  0.000
C (-1.679, -5.314, 0.533)  0.000
C (-2.746, -4.628, -0.075)  0.000
C (-2.660, -3.285, -0.314)  0.000
Cl (-3.973, -2.440, -1.055)  0.000
C (-1.496, -2.537, 0.032)  0.000
O (-1.413, -1.305, -0.295)  0.000
C (-0.466, -3.250, 0.693)  -0.002
C (0.680, -2.562, 1.172)  0.002
O (0.883, -1.342, 1.212)  0.002
C (-0.561, -4.641, 0.916)  0.001
H (-3.643, -5.165, -0.352)  0.000
H (1.476, -3.193, 1.592)  0.000
H (0.256, -5.161, 1.400)  0.000
C (-2.294, 2.920, 4.467)  -0.003
S (-0.584, 2.497, 4.081)  0.144
C (-0.542, 0.829, 4.485)  0.265
C (0.571, 0.038, 4.157)  -0.050
S (1.886, 0.535, 3.293)  0.502
S (0.414, -1.640, 4.674)  -0.034
C (-1.155, -1.549, 5.390)  -0.009
S (-1.947, -2.787, 6.086)  0.123
S (-1.845, 0.053, 5.303)  0.035
H (-2.441, 3.926, 4.076)  -0.001
H (-2.488, 2.916, 5.539)  0.007
H (-2.979, 2.244, 3.955)  0.003
O (-2.042, 0.307, 1.840)  -0.006
C (-2.640, 1.041, 1.002)  0.005
N (-3.855, 1.596, 1.016)  0.000
C (-3.904, 2.605, -0.057)  -0.002
C (-2.587, 2.273, -0.850)  0.000
O (-2.263, 2.791, -1.884)  0.000
N (-1.919, 1.361, -0.089)  -0.002
C (-5.110, 2.464, -0.958)  0.000
C (-6.016, 1.423, -0.813)  0.000
C (-7.100, 1.314, -1.676)  0.000
C (-7.280, 2.240, -2.689)  0.000
C (-6.367, 3.276, -2.844)  0.000
C (-5.288, 3.390, -1.985)  0.000
C (-3.763, 3.981, 0.597)  -0.006
C (-4.898, 4.695, 0.969)  0.001
C (-4.780, 5.891, 1.664)  0.000
C (-3.526, 6.386, 1.990)  0.000
C (-2.390, 5.677, 1.620)  -0.003
C (-2.505, 4.479, 0.931)  0.012
H (-4.453, 1.614, 1.825)  0.000
H (-5.873, 0.681, -0.038)  0.000
H (-7.800, 0.497, -1.554)  0.000
H (-8.124, 2.155, -3.361)  0.000
H (-6.495, 3.998, -3.641)  0.000
H (-4.570, 4.189, -2.112)  0.000
H (-5.879, 4.319, 0.706)  0.000
H (-5.671, 6.438, 1.945)  0.000
H (-3.433, 7.323, 2.524)  0.000
H (-1.407, 6.062, 1.862)  -0.001
H (-1.605, 3.936, 0.663)  0.003

Highest occupied orbital energy (alpha / beta), eV: -7.557 / -8.051
Relative energy (zero: lowest compared OMol25 entry of this formula, charge and spin), kcal/mol: 43.1
2S+1: 2
Frontier orbital gap (alpha / beta), Ha: 0.260 / 0.226


Here is a cluster of 4 separate species, C4H13NO3 in total at a distorted geometry from the OMol25 dataset. Energies are from the ωB97M-V functional and the def2-TZVPD basis.

Each line ends with the Mulliken spin population.
Geometry (Å):
C (2.195, 0.577, 1.634)  -0.040
C (1.531, -0.296, 0.687)  0.199
C (0.438, -1.004, 1.027)  0.049
N (-0.179, -1.789, 0.009)  0.188
C (-1.392, -1.590, -0.090)  0.420
H (2.482, 1.591, 1.283)  0.016
H (3.090, 0.276, 2.064)  0.010
H (1.514, 0.760, 2.480)  0.010
H (2.000, -0.469, -0.354)  0.037
H (-0.061, -0.789, 1.962)  -0.011
H (-2.155, -0.944, 0.510)  -0.091
H (-1.797, -2.056, -0.909)  0.128
H (1.702, -0.404, -2.480)  -0.007
H (0.496, -1.302, -2.623)  0.009
O (0.693, -0.363, -2.758)  -0.006
H (-0.144, 0.959, -1.243)  -0.032
H (-0.089, 1.829, 0.070)  0.025
O (-0.543, 1.683, -0.724)  0.026
H (-3.361, 1.081, 0.588)  0.008
H (-2.820, 1.284, -0.779)  -0.008
O (-3.599, 0.968, -0.354)  0.070

Highest occupied orbital energy (alpha / beta), eV: 0.572 / -3.886
Total charge: -1
Relative energy (zero: lowest compared OMol25 entry of this formula, charge and spin), kcal/mol: 62.2
2S+1: 2
Frontier orbital gap (alpha / beta), Ha: 0.119 / 0.280


Here is a structure of composition C32H38As2BaN3 at a distorted geometry from the OMol25 dataset. Energies are from the ωB97M-V functional and the def2-TZVPD basis.

Each line ends with the Mulliken charge.
Geometry (Å):
Ba (-0.040, -0.333, 0.081)  1.485
C (0.193, -5.783, -0.331)  -1.314
C (0.958, -6.409, 0.804)  1.478
C (0.684, -7.708, 1.218)  -0.644
C (1.404, -8.308, 2.240)  -0.668
C (2.425, -7.612, 2.868)  -0.604
C (2.701, -6.308, 2.490)  -0.711
C (1.971, -5.707, 1.470)  -0.290
N (2.274, -4.359, 1.113)  0.332
C (1.378, -3.320, 1.166)  -0.314
N (0.342, -3.570, 2.000)  0.435
C (-0.951, -3.023, 2.228)  0.544
C (-1.412, -1.864, 1.603)  -1.338
C (-2.709, -1.452, 1.917)  0.526
C (-3.511, -2.136, 2.818)  -1.109
C (-3.021, -3.288, 3.413)  -0.735
C (-1.747, -3.758, 3.126)  0.587
C (-1.259, -5.037, 3.764)  -1.289
N (1.587, -2.201, 0.507)  -0.067
C (2.773, -2.142, -0.281)  -0.818
C (2.750, -2.545, -1.616)  0.113
C (3.893, -2.487, -2.398)  -0.828
C (5.077, -2.021, -1.846)  -0.642
C (5.100, -1.606, -0.523)  -0.750
C (3.961, -1.650, 0.276)  1.363
C (4.014, -1.195, 1.712)  -1.223
H (-0.236, -6.555, -0.967)  0.544
H (0.858, -5.167, -0.938)  0.122
H (-0.619, -5.149, 0.034)  0.239
H (-0.100, -8.263, 0.716)  0.439
H (1.174, -9.321, 2.541)  0.416
H (2.999, -8.077, 3.658)  0.409
H (3.485, -5.747, 2.983)  0.482
H (3.146, -4.181, 0.642)  0.219
H (0.475, -4.448, 2.479)  -0.273
H (-3.110, -0.555, 1.437)  0.335
H (-4.511, -1.793, 3.057)  0.402
H (-3.639, -3.837, 4.114)  0.336
H (-2.023, -5.443, 4.424)  0.398
H (-0.355, -4.883, 4.362)  0.367
H (-1.044, -5.802, 3.010)  0.221
H (1.823, -2.926, -2.032)  0.439
H (3.862, -2.808, -3.431)  0.427
H (5.977, -1.979, -2.444)  0.420
H (6.024, -1.239, -0.091)  0.411
H (4.964, -0.707, 1.914)  0.446
H (3.904, -2.040, 2.395)  0.224
H (3.205, -0.496, 1.930)  0.213
C (-3.072, 1.017, -3.264)  -1.361
As (-2.698, 1.323, -1.365)  0.486
C (-4.563, 1.307, -0.764)  -1.137
C (-2.377, 3.254, -1.328)  0.170
C (-2.766, 4.070, -2.385)  -0.323
C (-2.540, 5.437, -2.356)  -0.792
C (-1.937, 6.009, -1.247)  -0.738
C (-1.556, 5.208, -0.181)  -0.269
C (-1.759, 3.832, -0.208)  0.127
As (-1.134, 2.693, 1.260)  0.638
C (-0.091, 3.961, 2.328)  -1.424
C (-2.720, 2.682, 2.416)  -1.065
H (-3.957, 1.567, -3.582)  0.389
H (-3.263, -0.047, -3.404)  0.379
H (-2.226, 1.299, -3.888)  0.400
H (-5.153, 1.950, -1.415)  0.453
H (-4.654, 1.659, 0.260)  0.300
H (-4.939, 0.286, -0.823)  0.397
H (-3.257, 3.637, -3.248)  0.260
H (-2.835, 6.053, -3.196)  0.404
H (-1.758, 7.075, -1.213)  0.401
H (-1.098, 5.670, 0.684)  0.294
H (-0.711, 4.776, 2.698)  0.398
H (0.743, 4.364, 1.756)  0.410
H (0.309, 3.417, 3.183)  0.393
H (-3.216, 3.650, 2.366)  0.385
H (-2.388, 2.496, 3.437)  0.481
H (-3.418, 1.898, 2.134)  0.189

Highest occupied orbital energy, eV: -10.085
Total charge: +1
Relative energy (zero: lowest compared OMol25 entry of this formula, charge and spin), kcal/mol: 0.1
Frontier orbital gap, Ha: 0.274


Here is the molecule C3H8Si2 at a distorted geometry from the OMol25 dataset. Energies are from the ωB97M-V functional and the def2-TZVPD basis.

Each line ends with the natural charge from an NBO analysis.
Geometry (Å):
Si (-0.244, 2.569, 0.960)  0.870
C (0.308, 1.105, 0.110)  -0.747
C (-0.239, -0.193, -0.368)  -0.543
C (-0.061, -1.543, 0.350)  -0.814
Si (0.363, -1.782, -1.445)  0.902
H (0.584, 3.398, 1.876)  -0.152
H (-1.593, 3.130, 1.249)  -0.159
H (1.274, 0.956, 0.061)  0.196
H (-1.332, 0.061, -0.632)  0.218
H (0.809, -1.423, 1.005)  0.234
H (-0.890, -2.088, 0.871)  0.246
H (-0.766, -2.512, -2.017)  -0.135
H (1.787, -1.680, -2.019)  -0.116

Highest occupied orbital energy, eV: -7.543
Relative energy (zero: lowest compared OMol25 entry of this formula, charge and spin), kcal/mol: 78.6
Frontier orbital gap, Ha: 0.287


Here is a cluster of 2 separate species, C5H8O2 in total at a distorted geometry from the OMol25 dataset. Energies are from the ωB97M-V functional and the def2-TZVPD basis.

Each line ends with the natural charge from an NBO analysis.
Geometry (Å):
O (1.343, -1.169, -1.023)  -0.537
C (0.984, -0.789, 0.334)  0.102
C (0.761, 0.741, 0.448)  -0.458
C (-0.690, 0.454, 0.094)  0.131
C (-1.740, 1.227, -0.259)  -0.359
O (-0.013, -0.083, -1.645)  -0.415
C (-0.534, -1.008, 0.485)  -0.449
H (2.169, -0.710, -1.249)  0.487
H (1.666, -1.281, 1.036)  0.184
H (1.305, 1.371, -0.260)  0.231
H (0.905, 1.106, 1.471)  0.216
H (-2.734, 0.804, -0.360)  0.204
H (-1.628, 2.299, -0.390)  0.203
H (-0.972, -1.736, -0.200)  0.246
H (-0.821, -1.225, 1.519)  0.215

Highest occupied orbital energy (alpha / beta), eV: -8.585 / -8.609
Relative energy (zero: lowest compared OMol25 entry of this formula, charge and spin), kcal/mol: 171.4
Frontier orbital gap (alpha / beta), Ha: 0.331 / 0.295